# C41H39Cl2GeN8O4Tb

C41H39Cl2GeN8O4Tb as an isolated structure in a non-equilibrium geometry (ωB97M-V/def2-TZVPD, OMol25).

Positions of all 96 atoms, in Å:
Tb  0.120  -0.465  0.580
Cl  -6.674  0.079  2.357
C  -4.956  0.096  2.464
C  -4.210  -0.866  1.789
C  -2.801  -0.835  1.841
N  -1.978  -1.630  1.100
C  -2.447  -2.703  0.408
O  -3.571  -3.232  0.540
C  -1.511  -3.253  -0.585
C  -1.917  -4.390  -1.312
C  -1.118  -4.878  -2.334
C  0.071  -4.202  -2.623
C  0.406  -3.099  -1.860
N  -0.335  -2.626  -0.844
C  -2.159  0.132  2.679
C  -2.945  1.099  3.354
C  -4.328  1.099  3.228
Cl  -5.255  2.323  3.986
N  -0.804  0.137  2.709
C  -0.108  0.678  3.747
O  -0.486  0.721  4.933
C  1.179  1.277  3.352
C  2.046  1.747  4.357
C  3.135  2.530  4.002
C  3.283  2.888  2.659
C  2.397  2.358  1.731
N  1.399  1.525  2.041
H  -4.695  -1.670  1.231
H  -2.891  -4.811  -1.053
H  -1.417  -5.760  -2.905
H  0.740  -4.498  -3.432
H  1.329  -2.563  -2.082
H  -2.458  1.837  3.987
H  1.808  1.496  5.398
H  3.825  2.891  4.771
H  4.089  3.550  2.326
H  2.490  2.616  0.681
N  -0.953  2.144  0.440
C  -2.012  1.981  -0.555
C  -1.955  3.083  -1.631
C  -2.855  2.866  -2.849
C  -4.348  2.893  -2.534
N  -4.748  1.637  -1.943
C  -5.786  1.403  -1.154
N  -5.978  0.141  -0.726
N  -6.657  2.350  -0.796
C  -1.811  0.608  -1.193
O  -2.769  -0.083  -1.585
O  -0.564  0.240  -1.308
H  -1.218  2.722  1.240
H  -0.151  2.593  0.005
H  -2.996  1.998  -0.054
H  -0.908  3.170  -1.996
H  -2.192  4.064  -1.158
H  -2.614  1.926  -3.383
H  -2.641  3.665  -3.583
H  -4.925  3.063  -3.463
H  -4.582  3.743  -1.858
H  -4.037  0.868  -1.974
H  -5.264  -0.555  -0.913
H  -6.599  -0.049  0.058
H  -6.554  3.300  -1.127
H  -7.453  2.140  -0.205
C  3.648  -1.828  2.844
Ge  2.702  -1.466  1.122
C  3.367  -2.958  -0.045
C  2.685  -4.169  -0.156
C  3.156  -5.188  -0.978
C  4.319  -4.998  -1.724
C  5.011  -3.802  -1.615
C  4.538  -2.789  -0.780
C  3.753  0.069  0.350
C  4.827  0.646  1.007
C  5.457  1.802  0.505
C  4.998  2.425  -0.634
C  3.924  1.864  -1.355
C  3.441  2.450  -2.544
C  2.425  1.853  -3.263
C  1.890  0.629  -2.847
C  2.318  0.058  -1.660
C  3.319  0.655  -0.872
H  4.720  -1.998  2.644
H  3.228  -2.739  3.324
H  3.519  -0.980  3.547
H  1.764  -4.317  0.411
H  2.599  -6.130  -1.048
H  4.682  -5.783  -2.388
H  5.925  -3.636  -2.181
H  5.111  -1.854  -0.706
H  5.195  0.208  1.936
H  6.309  2.219  1.048
H  5.464  3.344  -1.010
H  3.897  3.384  -2.893
H  2.064  2.330  -4.179
H  1.128  0.131  -3.441
H  1.932  -0.944  -1.398

Properties
LUMO level (alpha / beta) ... -2.622 / -4.939 eV
Multiplicity ... 8
Total charge ... +1
Energy above the lowest of the compared OMol25 structures with the same formula, charge and spin ... 0.00 kcal/mol
Calculated total energy ... -6146.5375 hartree
HOMO level (alpha / beta) ... -9.22 / -9.19 eV
⟨S²⟩ ... 16.425
Gap between HOMO and LUMO (alpha / beta) ... 6.594 / 4.250 eV

=====

# C41H39F3IrNO4SSbSeSiTe

C41H39F3IrNO4SSbSeSiTe as an isolated structure in a non-equilibrium geometry (ωB97M-V/def2-TZVPD, OMol25).

Positions of all 94 atoms, in Å:
Ir  1.057  -1.028  -1.546
C  -0.742  -2.110  -0.984
Si  -2.240  -1.106  -1.419
C  -1.637  -0.168  -2.966
N  -0.377  0.558  -2.722
C  -0.627  1.723  -1.833
C  0.386  2.859  -2.031
C  1.734  2.284  -2.410
C  1.609  1.602  -3.780
C  0.197  1.044  -3.987
C  -2.806  0.008  0.002
C  -3.646  1.098  -0.242
C  -4.134  1.874  0.797
C  -3.817  1.556  2.112
C  -3.006  0.463  2.377
C  -2.500  -0.297  1.330
C  -3.825  -2.006  -1.912
C  -4.438  -1.820  -3.152
C  -5.658  -2.414  -3.446
C  -6.284  -3.218  -2.505
C  -5.679  -3.432  -1.274
C  -4.466  -2.829  -0.983
H  -0.767  -3.076  -1.494
H  -0.655  -2.303  0.088
H  -2.386  0.508  -3.406
H  -1.426  -0.942  -3.712
H  -0.603  1.374  -0.803
H  -1.631  2.112  -2.033
H  0.452  3.449  -1.118
H  0.065  3.522  -2.836
H  2.876  0.878  -1.699
H  2.489  3.075  -2.458
H  2.342  0.798  -3.849
H  1.838  2.325  -4.564
H  0.216  0.222  -4.703
H  -0.463  1.817  -4.401
H  -3.934  1.335  -1.262
H  -4.776  2.721  0.583
H  -4.202  2.159  2.925
H  -2.761  0.204  3.400
H  -1.866  -1.148  1.555
H  -3.961  -1.203  -3.905
H  -6.123  -2.246  -4.409
H  -7.239  -3.674  -2.731
H  -6.159  -4.067  -0.540
H  -4.010  -2.995  -0.012
F  6.543  1.088  4.731
C  5.432  0.918  3.992
C  4.351  1.751  4.212
C  3.207  1.571  3.452
C  3.143  0.578  2.477
C  4.238  -0.256  2.301
C  5.396  -0.089  3.051
Sb  1.279  0.341  1.397
C  0.858  2.457  1.266
C  -0.468  2.880  1.221
C  -0.786  4.224  1.084
C  0.247  5.134  0.969
F  -0.048  6.440  0.822
C  1.574  4.748  0.990
C  1.872  3.400  1.135
C  0.245  0.027  3.294
C  0.191  -1.274  3.786
C  -0.416  -1.556  5.001
C  -0.973  -0.515  5.716
F  -1.569  -0.777  6.895
C  -0.938  0.787  5.260
C  -0.324  1.052  4.042
H  4.412  2.521  4.970
H  2.356  2.219  3.626
H  4.195  -1.069  1.598
H  6.253  -0.733  2.910
H  -1.271  2.156  1.298
H  -1.813  4.566  1.064
H  2.353  5.493  0.893
H  2.908  3.082  1.147
H  0.631  -2.085  3.214
H  -0.458  -2.562  5.398
H  -1.381  1.576  5.854
H  -0.296  2.074  3.686
O  2.737  -1.558  -0.251
Se  4.158  -1.282  -1.227
O  4.805  -2.725  -1.503
O  2.091  1.365  -1.387
O  3.251  -0.815  -2.621
Te  1.632  -2.241  -4.043
C  2.444  -3.969  -3.285
C  2.318  -4.480  -2.021
C  3.018  -5.693  -1.859
C  3.658  -6.089  -2.997
S  3.426  -4.984  -4.278
H  1.777  -3.967  -1.238
H  3.060  -6.246  -0.933
H  4.260  -6.970  -3.155

Properties
LUMO level (alpha / beta) ... -1.348 / -1.990 eV
Multiplicity ... 2
Energy above the lowest of the compared OMol25 structures with the same formula, charge and spin ... 72.96 kcal/mol
Calculated total energy ... -5942.6306 hartree
HOMO level (alpha / beta) ... -7.85 / -8.10 eV
⟨S²⟩ ... 0.792
Gap between HOMO and LUMO (alpha / beta) ... 6.506 / 6.110 eV

=====

# C41H39FeN10O11P3

C41H39FeN10O11P3 as an isolated structure in a non-equilibrium geometry (ωB97M-V/def2-TZVPD, OMol25).

Positions of all 105 atoms, in Å:
Fe  0.366  -1.562  -1.824
C  0.245  -3.177  3.364
N  -0.018  -3.144  1.940
C  0.377  -2.263  1.039
N  -0.105  -2.584  -0.131
C  -0.829  -3.713  0.110
N  -0.812  -4.085  1.376
C  -0.573  -2.172  4.123
C  -1.778  -2.536  4.710
C  -2.539  -1.591  5.395
C  -2.086  -0.286  5.506
C  -0.864  0.062  4.933
C  -0.122  -0.875  4.241
C  -0.343  1.406  5.101
N  -0.919  2.449  5.588
N  0.031  3.468  5.545
C  1.094  2.940  5.043
O  0.927  1.641  4.731
C  2.388  3.544  4.780
C  2.713  4.774  5.346
C  3.952  5.335  5.079
C  4.857  4.667  4.254
C  4.523  3.439  3.698
C  5.467  2.717  2.770
N  5.061  2.870  1.380
C  4.343  2.040  0.607
N  4.088  2.602  -0.558
C  4.686  3.816  -0.432
N  5.278  4.028  0.726
C  3.288  2.884  3.963
H  1.312  -3.026  3.525
H  -0.010  -4.187  3.670
H  1.017  -1.416  1.243
H  -1.355  -4.258  -0.655
H  -2.129  -3.558  4.620
H  -3.479  -1.877  5.848
H  -2.649  0.462  6.048
H  0.823  -0.581  3.796
H  1.995  5.271  5.983
H  4.217  6.291  5.511
H  5.821  5.108  4.034
H  5.485  1.648  2.985
H  6.479  3.105  2.866
H  4.034  1.056  0.924
H  4.689  4.558  -1.213
H  3.011  1.930  3.524
O  1.131  -4.294  -2.603
N  0.060  -3.452  -2.814
C  -0.556  -3.748  -3.886
C  -1.841  -3.186  -4.328
C  -2.385  -3.814  -5.450
C  -3.626  -3.460  -5.947
C  -4.356  -2.464  -5.319
C  -3.820  -1.820  -4.216
C  -2.571  -2.165  -3.704
P  -1.920  -1.171  -2.320
C  -2.392  0.516  -2.832
C  -3.237  1.326  -2.081
C  -3.525  2.619  -2.504
C  -2.981  3.100  -3.685
C  -2.157  2.284  -4.450
C  -1.858  0.998  -4.030
C  -3.029  -1.549  -0.920
C  -3.978  -2.565  -0.958
C  -4.695  -2.902  0.185
C  -4.472  -2.226  1.372
C  -3.527  -1.207  1.420
C  -2.807  -0.879  0.286
H  1.663  -3.842  -1.920
H  -0.139  -4.545  -4.496
H  -1.813  -4.592  -5.941
H  -4.018  -3.959  -6.823
H  -5.329  -2.175  -5.693
H  -4.378  -1.018  -3.747
H  -3.679  0.959  -1.164
H  -4.184  3.241  -1.912
H  -3.210  4.105  -4.017
H  -1.741  2.646  -5.381
H  -1.217  0.371  -4.639
H  -4.159  -3.106  -1.877
H  -5.425  -3.699  0.141
H  -5.028  -2.491  2.263
H  -3.343  -0.677  2.346
H  -2.051  -0.104  0.339
O  2.543  0.536  -4.785
P  1.394  -0.500  -4.398
O  0.562  -0.835  -5.559
O  0.705  -0.025  -3.115
O  2.217  -1.815  -3.894
P  3.210  -1.976  -2.625
O  3.972  -0.540  -2.561
O  4.169  -3.061  -2.848
O  2.265  -2.006  -1.419
H  3.127  0.682  -4.027
H  4.895  -0.681  -2.803
N  0.328  2.773  -1.607
C  0.659  2.744  -0.190
C  0.792  1.299  0.277
O  1.270  0.956  1.333
O  0.238  0.431  -0.591
H  -0.270  3.540  -1.871
H  -0.005  0.988  -1.392
H  1.154  2.770  -2.199
H  -0.159  3.173  0.393
H  1.569  3.276  0.076

Properties
LUMO level (alpha / beta) ... -0.238 / -0.183 eV
Multiplicity ... 1
Calculated total energy ... -5249.1300 hartree
HOMO level (alpha / beta) ... -8.99 / -9.00 eV
Gap between HOMO and LUMO (alpha / beta) ... 8.753 / 8.813 eV

=====

# C41H39GaN4O4P

C41H39GaN4O4P as an isolated structure (ωB97M-V/def2-TZVPD, OMol25).

Positions of all 90 atoms, in Å:
Ga  1.254  -0.965  0.422
C  3.193  -4.122  2.750
C  2.840  -3.374  1.508
O  2.015  -2.417  1.575
N  3.432  -3.705  0.373
C  3.231  -2.989  -0.888
C  3.874  -1.625  -0.861
C  5.061  -1.363  -1.513
C  5.639  -0.105  -1.398
C  5.007  0.854  -0.624
C  3.808  0.530  -0.019
N  3.245  -0.683  -0.129
H  2.364  -4.078  3.450
H  4.062  -3.642  3.206
H  3.448  -5.159  2.541
H  4.106  -4.459  0.397
H  2.157  -2.906  -1.090
H  3.645  -3.600  -1.687
H  5.533  -2.136  -2.104
H  6.569  0.118  -1.903
H  5.425  1.841  -0.492
H  3.282  1.254  0.589
O  1.932  0.817  2.680
N  0.941  -0.096  2.246
C  0.042  -0.309  3.137
C  -1.118  -1.193  3.042
C  -1.649  -1.547  4.285
C  -2.663  -2.491  4.383
C  -3.153  -3.082  3.233
C  -2.663  -2.705  1.982
C  -1.667  -1.752  1.861
P  -1.087  -1.201  0.229
C  -2.048  0.371  -0.219
C  -2.510  2.361  1.621
C  -2.576  3.679  1.430
C  -2.023  4.113  0.059
C  -1.672  2.044  -1.903
C  -1.715  0.728  -1.679
C  -1.529  -2.474  -0.970
C  -2.669  -2.473  -1.775
C  -2.916  -3.539  -2.629
C  -2.044  -4.616  -2.680
C  -0.915  -4.634  -1.872
C  -0.660  -3.567  -1.029
H  2.706  0.277  2.906
H  0.206  0.188  4.091
H  -1.246  -1.099  5.184
H  -3.056  -2.762  5.352
H  -3.930  -3.831  3.296
H  -3.075  -3.168  1.093
H  -2.842  1.816  2.493
H  -2.981  4.392  2.133
H  -2.647  4.883  -0.392
H  -1.512  2.501  -2.869
H  -1.567  -0.028  -2.436
H  -3.365  -1.648  -1.761
H  -3.798  -3.527  -3.253
H  -2.245  -5.444  -3.346
H  -0.241  -5.479  -1.899
H  0.204  -3.611  -0.369
C  -0.572  5.963  -0.328
O  -0.707  4.631  0.183
C  -2.211  2.748  -0.677
C  -3.695  2.830  -1.035
C  -4.698  1.982  -0.839
C  -4.603  0.678  -0.221
C  -3.498  -0.028  0.031
C  -1.793  1.757  0.431
N  -0.325  2.051  0.814
C  0.662  2.680  0.234
C  1.189  2.553  -1.101
C  1.752  3.666  -1.745
C  2.369  3.522  -2.967
C  2.472  2.250  -3.535
C  1.987  1.133  -2.881
C  1.347  1.269  -1.649
O  0.873  0.215  -0.994
H  0.450  6.278  -0.133
H  -1.252  6.643  0.188
H  -0.770  5.986  -1.402
H  -3.916  3.738  -1.586
H  -5.677  2.277  -1.194
H  -5.543  0.195  0.019
H  -3.666  -1.004  0.467
H  -0.335  2.261  1.806
H  1.262  3.257  0.935
H  1.667  4.644  -1.291
H  2.768  4.384  -3.480
H  2.947  2.134  -4.500
H  2.077  0.144  -3.312

Properties
LUMO level ... -8.485 eV
Multiplicity ... 1
Total charge ... +3
Energy above the lowest of the compared OMol25 structures with the same formula, charge and spin ... 119.51 kcal/mol
Calculated total energy ... -4370.9165 hartree
HOMO level ... -15.71 eV
Gap between HOMO and LUMO ... 7.225 eV

=====

# C41H40BrFN5O4RuSSi

C41H40BrFN5O4RuSSi as an isolated structure (ωB97M-V/def2-TZVPD, OMol25).

Positions of all 95 atoms, in Å:
Ru  0.083  0.649  0.964
O  -2.289  -1.266  3.540
C  -3.324  -1.556  2.724
C  -4.163  -2.600  3.113
C  -5.249  -2.963  2.341
C  -5.527  -2.283  1.161
C  -4.696  -1.245  0.777
C  -3.583  -0.874  1.530
C  -2.727  0.266  1.006
O  -1.640  0.578  1.844
N  -2.307  -0.067  -0.387
N  -0.980  0.124  -0.638
C  -0.496  -0.188  -1.783
C  0.910  -0.022  -2.103
Br  2.077  0.350  -0.620
C  1.490  -0.132  -3.298
C  0.833  -0.327  -4.598
C  -0.424  0.191  -4.911
C  -0.988  -0.033  -6.157
C  -0.304  -0.768  -7.114
C  0.962  -1.260  -6.827
C  1.528  -1.031  -5.584
H  -1.788  -0.541  3.108
H  -3.927  -3.120  4.032
H  -5.882  -3.781  2.660
H  -6.382  -2.551  0.554
H  -4.923  -0.692  -0.129
H  -3.347  1.165  0.928
H  -2.568  -1.018  -0.631
H  -1.142  -0.605  -2.549
H  2.573  -0.091  -3.332
H  -0.949  0.812  -4.196
H  -1.962  0.380  -6.385
H  -0.747  -0.940  -8.086
H  1.513  -1.815  -7.575
H  2.520  -1.405  -5.365
C  4.253  -4.970  -2.576
C  3.205  -4.393  -1.663
C  1.874  -4.322  -2.051
C  0.907  -3.797  -1.203
C  1.266  -3.365  0.060
C  2.591  -3.452  0.478
C  3.549  -3.945  -0.386
S  0.015  -2.766  1.175
O  -0.065  -3.745  2.221
O  -1.160  -2.555  0.370
N  0.510  -1.332  1.754
C  1.287  -1.284  2.925
C  1.800  -2.344  3.650
C  2.550  -2.146  4.824
C  2.798  -0.902  5.323
C  2.287  0.214  4.631
C  2.460  1.537  5.095
C  1.914  2.579  4.408
C  1.209  2.312  3.225
N  1.058  1.095  2.753
C  1.556  0.024  3.439
H  3.884  -5.062  -3.597
H  4.551  -5.966  -2.243
H  5.151  -4.349  -2.590
H  1.582  -4.678  -3.031
H  -0.130  -3.748  -1.507
H  2.873  -3.127  1.472
H  4.581  -4.001  -0.061
H  1.600  -3.355  3.340
H  2.920  -3.021  5.343
H  3.361  -0.754  6.235
H  3.016  1.700  6.010
H  2.011  3.601  4.745
H  0.752  3.098  2.641
C  0.445  5.428  -0.045
Si  1.018  3.653  -0.263
C  1.243  3.357  -2.123
C  2.694  3.490  0.588
N  -0.162  2.606  0.470
C  -1.491  3.063  0.352
C  -2.193  3.123  -0.853
C  -3.507  3.568  -0.918
C  -4.164  3.965  0.236
C  -3.491  3.935  1.451
C  -2.184  3.500  1.484
F  -1.540  3.517  2.670
H  1.310  6.096  -0.044
H  -0.078  5.557  0.906
H  -0.228  5.752  -0.839
H  2.237  2.982  -2.377
H  1.093  4.290  -2.673
H  0.514  2.637  -2.500
H  3.505  3.599  -0.136
H  2.840  2.543  1.109
H  2.806  4.286  1.329
H  -1.690  2.789  -1.752
H  -4.018  3.594  -1.872
H  -5.191  4.302  0.198
H  -3.962  4.244  2.375

Properties
LUMO level (alpha / beta) ... -0.681 / -0.905 eV
Multiplicity ... 2
Energy above the lowest of the compared OMol25 structures with the same formula, charge and spin ... 0.00 kcal/mol
Calculated total energy ... -5617.6185 hartree
HOMO level (alpha / beta) ... -7.69 / -7.70 eV
⟨S²⟩ ... 0.754
Gap between HOMO and LUMO (alpha / beta) ... 7.006 / 6.796 eV